{"formula": "C12H32BN9O23", "method": "the ωB97M-V functional and the def2-TZVPD basis", "species": ["C", "C", "O", "C", "O", "O", "B", "O", "O", "H", "H", "H", "H", "H", "C", "N", "O", "O", "H", "H", "H", "C", "N", "O", "O", "H", "H", "H", "C", "N", "O", "O", "H", "H", "H", "C", "N", "O", "O", "H", "H", "H", "C", "N", "O", "O", "H", "H", "H", "C", "N", "O", "O", "H", "H", "H", "C", "N", "O", "O", "H", "H", "H", "C", "N", "O", "O", "H", "H", "H", "C", "N", "O", "O", "H", "H", "H"], "coordinates": [[-3.89601, 2.57509, -5.22131], [-3.86228, 1.98746, -6.44904], [-2.80662, 1.26766, -6.96485], [-1.65337, 1.28547, -6.22589], [-0.92181, 2.21896, -6.13675], [-1.36173, 0.06094, -5.73924], [-0.97913, -0.00772, -4.38928], [-1.82286, 0.44527, -3.40063], [0.23725, -0.56595, -4.07231], [-3.96740, 3.65814, -5.18551], [-3.85193, 2.04509, -4.27755], [-4.69003, 2.01144, -7.15649], [-1.32553, 1.12389, -2.92361], [0.93827, 0.06565, -4.28554], [-1.02034, -1.29994, -0.62550], [-2.00907, -0.52694, 0.16972], [-3.10576, -1.00709, 0.34573], [-1.64280, 0.55234, 0.59636], [-1.48119, -2.22832, -0.93976], [-0.74645, -0.69257, -1.48014], [-0.15973, -1.48583, 0.01051], [-1.38414, 0.49546, 4.12241], [-0.28478, -0.39777, 4.57654], [0.23838, -1.11930, 3.75375], [0.02105, -0.34497, 5.74998], [-1.53791, 0.33766, 3.06251], [-2.27094, 0.23550, 4.69216], [-1.07916, 1.51734, 4.32571], [1.20314, -0.98808, -8.00946], [2.24746, -0.68816, -6.99307], [3.35392, -1.14493, -7.15865], [1.90460, 0.00184, -6.05457], [1.64505, -1.60774, -8.77995], [0.39566, -1.50396, -7.49833], [0.86141, -0.03913, -8.41221], [-7.57395, 0.61972, -9.96300], [-6.59756, 0.95990, -8.89348], [-6.00079, 2.01202, -8.97910], [-6.45977, 0.15438, -7.99620], [-7.58426, 1.42745, -10.68424], [-7.24625, -0.31123, -10.41575], [-8.54312, 0.49907, -9.48910], [-3.69920, -1.40837, -7.97061], [-3.68026, -2.57358, -8.89713], [-3.41814, -2.36374, -10.06459], [-3.92963, -3.66000, -8.42140], [-3.46007, -0.51778, -8.53472], [-4.69559, -1.34709, -7.54683], [-2.95974, -1.59215, -7.19712], [3.43483, -0.25247, 6.19839], [4.70393, 0.16133, 5.54511], [4.64142, 0.86315, 4.55924], [5.73684, -0.23482, 6.05149], [2.60420, 0.16792, 5.64793], [3.40233, -1.33749, 6.18309], [3.46286, 0.12091, 7.21454], [0.59382, 0.64828, 9.53529], [1.85670, 1.07509, 8.88283], [1.78418, 1.75505, 7.88041], [2.89650, 0.71207, 9.39472], [-0.23904, 1.05150, 8.97166], [0.57392, -0.43783, 9.53402], [0.60772, 1.04227, 10.54759], [7.39417, 2.61112, 6.96759], [8.35679, 2.99335, 8.03724], [9.50557, 2.62113, 7.92619], [7.92138, 3.65679, 8.95462], [7.91818, 2.02526, 6.22306], [6.60343, 2.03095, 7.43245], [7.00188, 3.52928, 6.54148], [3.46417, -3.48564, 9.08359], [2.05063, -3.02585, 9.15668], [1.21628, -3.79942, 9.56569], [1.83239, -1.88467, 8.79797], [3.50774, -4.50981, 9.43298], [3.77879, -3.40785, 8.04741], [4.05151, -2.82503, 9.71428]], "atomic_forces_ev_per_a": [[0.0, -0.3, -0.2], [-0.1, 1.0, 0.1], [-0.5, -1.3, 0.8], [0.2, 0.0, 0.0], [-0.3, -0.1, 0.0], [-0.5, 0.1, 0.2], [0.7, -0.4, 0.2], [0.1, 0.5, -0.7], [-0.6, 0.6, 0.5], [-1.8, -0.1, 0.0], [1.7, 0.0, -0.1], [0.9, 1.0, -0.6], [-0.3, -0.2, 0.5], [0.3, -0.6, -0.4], [0.0, -0.2, 0.0], [0.0, -0.1, 0.0], [0.0, 0.0, 0.1], [0.0, 0.1, 0.0], [-0.1, 0.0, 0.0], [0.1, 0.0, 0.0], [0.0, 0.1, 0.0], [-0.1, 0.0, -0.2], [0.0, 0.0, 0.0], [0.0, 0.0, 0.0], [0.0, 0.0, 0.1], [0.0, 0.0, 0.0], [0.0, 0.0, 0.1], [0.0, 0.0, 0.1], [0.0, -0.1, -0.2], [0.0, -0.1, -0.1], [0.0, 0.0, 0.0], [0.2, 0.2, -0.1], [0.0, 0.0, 0.0], [0.0, 0.1, 0.0], [-0.1, 0.0, 0.1], [0.0, 0.1, -0.1], [-0.1, 0.0, -0.1], [0.0, 0.0, 0.0], [0.0, 0.0, 0.1], [0.0, 0.0, 0.0], [0.0, -0.1, 0.1], [0.0, -0.1, 0.0], [0.0, 0.0, -0.1], [0.0, 0.1, 0.1], [0.0, 0.0, -0.1], [0.0, 0.0, 0.0], [0.0, 0.0, -0.1], [0.0, -0.1, 0.1], [0.0, 0.0, 0.0], [-0.1, 0.0, -0.1], [-0.1, 0.0, 0.0], [0.0, 0.1, 0.0], [0.1, 0.0, 0.0], [0.0, 0.0, 0.0], [0.0, 0.0, 0.0], [0.1, -0.1, 0.1], [-0.3, 0.1, 0.1], [-0.1, 0.0, 0.1], [0.0, 0.1, 0.0], [0.0, 0.0, 0.1], [0.1, 0.1, -0.1], [0.1, 0.2, 0.1], [0.1, -0.1, 0.0], [0.0, -0.1, -0.2], [0.0, 0.0, 0.0], [0.0, 0.0, 0.0], [0.0, 0.0, 0.0], [0.0, 0.0, 0.0], [0.0, 0.1, 0.0], [-0.1, 0.0, 0.1], [0.0, -0.2, 0.1], [0.1, 0.0, 0.0], [0.0, 0.0, 0.0], [0.1, -0.3, -0.2], [-0.1, 0.0, 0.0], [0.0, 0.1, 0.0], [0.0, 0.1, -0.1]], "smiles": "C=COC(=O)OB(O)O.C[N+](=O)[O-].C[N+](=O)[O-].C[N+](=O)[O-].C[N+](=O)[O-].C[N+](=O)[O-].C[N+](=O)[O-].C[N+](=O)[O-].C[N+](=O)[O-].C[N+](=O)[O-]", "gap_ev": 7.93, "total_energy_ha": -2723.79303}

{"formula": "C12H32Br3HfO12S4", "method": "the ωB97M-V functional and the def2-TZVPD basis", "species": ["Hf", "Br", "Br", "Br", "O", "S", "O", "O", "C", "C", "C", "H", "H", "H", "H", "H", "H", "H", "H", "O", "S", "O", "O", "C", "C", "C", "H", "H", "H", "H", "H", "H", "H", "H", "O", "S", "O", "O", "C", "C", "C", "H", "H", "H", "H", "H", "H", "H", "H", "O", "S", "O", "O", "C", "C", "C", "H", "H", "H", "H", "H", "H", "H", "H"], "coordinates": [[1.80624, 0.58156, -0.19897], [-0.28602, -1.14111, -0.69864], [3.33502, -0.02884, -2.36740], [3.89402, 1.00159, 1.55024], [-0.83878, 3.09431, -3.16562], [0.32522, 2.28855, -3.34889], [0.80051, 1.52871, -2.21252], [0.17319, 1.30465, -4.52956], [-0.51612, 0.00251, -4.35342], [-1.90460, 0.13554, -3.76656], [1.66186, 3.22111, -3.96421], [0.13884, -0.65089, -3.78471], [-0.57017, -0.32670, -5.38644], [-1.90663, 0.73474, -2.85615], [-2.30256, -0.85118, -3.53585], [-2.59958, 0.63752, -4.44341], [2.53336, 2.56768, -3.94020], [1.80999, 4.05482, -3.28040], [1.45762, 3.54780, -4.97854], [0.99066, 0.01895, 1.88551], [0.64797, -0.20102, 3.27522], [1.39825, 0.42368, 4.28877], [-0.84235, 0.23346, 3.32071], [-1.37607, 0.64603, 4.62713], [-2.85574, 0.89794, 4.43379], [0.59329, -1.93450, 3.55969], [-0.86932, 1.56267, 4.91217], [-1.20386, -0.13435, 5.36757], [-3.34028, 0.92564, 5.40889], [-3.30557, 0.11917, 3.82094], [-3.01152, 1.86708, 3.96351], [-0.27802, -2.15920, 4.16271], [1.51183, -2.15315, 4.10491], [0.68838, -2.45842, 2.61336], [-1.75887, 2.67906, 1.78630], [-1.26435, 2.61133, 0.46670], [0.01092, 1.96778, 0.21130], [-2.25070, 1.84356, -0.42727], [-3.64891, 1.79047, 0.01815], [-4.43533, 1.17391, -1.09593], [-1.23061, 4.23986, -0.26455], [-3.96049, 2.81563, 0.23552], [-3.75523, 1.25160, 0.95832], [-4.48864, 1.85166, -1.94892], [-5.43620, 0.92209, -0.75572], [-3.91897, 0.28167, -1.44936], [-0.21039, 4.60386, -0.29586], [-1.85155, 4.84595, 0.39160], [-1.70607, 4.14666, -1.23608], [2.57267, -1.54514, 0.21136], [3.29235, -2.69901, 0.60515], [2.97442, -3.27693, 1.85078], [3.09202, -3.73276, -0.53961], [2.53337, -5.04342, -0.25309], [1.03065, -4.97375, -0.05682], [4.97766, -2.35584, 0.40863], [3.03152, -5.49035, 0.60710], [2.79946, -5.62617, -1.13160], [0.55555, -5.95079, -0.08624], [0.60620, -4.25621, -0.75804], [0.81265, -4.58883, 0.94468], [5.52839, -3.23457, 0.73108], [5.23534, -1.50006, 1.03128], [5.10408, -2.10762, -0.64248]], "atomic_forces_ev_per_a": [[-0.8, -2.5, -0.1], [0.7, 0.7, 0.0], [-0.5, 0.5, 1.1], [-1.1, 0.4, -1.3], [0.0, 0.0, 0.2], [0.2, -0.1, -0.7], [0.3, 0.0, 1.2], [-0.3, -0.2, 0.0], [-0.3, 0.1, -0.4], [-0.1, 0.5, 0.1], [0.4, 0.0, 0.2], [0.1, 0.1, 0.2], [0.1, -0.2, 0.0], [0.1, -0.3, 0.2], [0.1, -0.1, 0.0], [0.2, -0.1, -0.2], [0.0, 0.0, 0.0], [0.0, 0.1, -0.1], [-0.1, 0.1, 0.0], [0.4, 0.2, -0.6], [-0.5, -0.6, -0.7], [0.5, 0.6, 0.6], [-0.3, 0.2, 0.3], [-0.5, 0.2, -0.2], [0.2, 0.2, 0.0], [0.9, 0.0, 0.0], [0.2, -0.1, 0.1], [0.2, -0.1, -0.1], [0.0, -0.1, 0.0], [-0.1, -0.1, 0.1], [0.0, -0.1, -0.1], [-0.1, -0.2, -0.1], [-0.1, 0.0, 0.2], [-0.6, 0.0, -0.1], [0.1, 0.1, 1.0], [0.1, 0.6, -0.8], [1.4, 0.0, 0.2], [-0.4, -0.6, -0.1], [-0.5, 0.5, 0.2], [0.3, 0.0, -0.5], [-0.4, -0.4, 0.5], [-0.1, 0.0, -0.2], [0.5, -0.2, -0.1], [-0.1, 0.0, 0.1], [0.0, 0.0, 0.0], [-0.2, -0.2, 0.2], [0.0, 0.0, -0.1], [0.1, 0.1, 0.0], [0.3, 0.1, -0.2], [-1.4, 2.4, -0.5], [1.2, -1.2, -0.7], [-0.2, -0.4, 1.3], [0.0, -0.1, 0.0], [-0.4, -0.7, -0.1], [0.2, 0.6, 0.7], [0.3, 0.2, 0.3], [0.1, 0.2, 0.0], [0.0, 0.1, -0.1], [0.1, -0.1, -0.4], [-0.2, -0.3, -0.2], [0.1, 0.1, -0.1], [0.1, -0.1, -0.2], [-0.1, 0.0, 0.0], [0.2, -0.1, 0.0]], "total_charge": 1, "relative_energy_ev": 0.0000, "gap_ev": 8.59, "total_energy_ha": -10742.08208}